Here is a cluster of 9 separate species, C38H81O30P3 in total at a distorted geometry from OMol25. Energies are from ωB97M-V/def2-TZVPD.

Last columns: bonded neighbours and bond lengths (Å).
Cartesian coordinates (Å):
1 C 0.24536 -0.40768 4.28476  O2 1.427, H7 1.090, H8 1.090, H9 1.090
2 O -0.64311 -1.34210 3.67392  C1 1.427, C3 1.347
3 C -0.18157 -2.23302 2.77581  O2 1.347, O4 1.235, O5 1.391
4 O 0.96826 -2.31703 2.33355  C3 1.235
5 O -1.15789 -3.19356 2.53124  C3 1.391, C6 1.442
6 C -0.86504 -4.25758 1.60344  O5 1.442, H10 1.090, H11 1.090, H12 1.090
7 H 0.54153 -0.74102 5.27939  C1 1.090
8 H -0.29677 0.49919 4.55270  C1 1.090
9 H 1.09835 -0.10646 3.67668  C1 1.090
10 H -0.68925 -3.89762 0.58972  C6 1.090
11 H -1.68043 -4.97983 1.64340  C6 1.090
12 H 0.04194 -4.73682 1.97198  C6 1.090
13 C 7.19753 1.05610 4.19746  O14 1.411, H19 1.090, H20 1.090, H21 1.090
14 O 6.57179 -0.19792 4.03084  C13 1.411, C15 1.277
15 C 5.52272 -0.39653 3.33105  O14 1.277, O16 1.205, O17 1.360
16 O 4.83466 0.46991 2.85316  C15 1.205
17 O 5.24299 -1.72408 3.24164  C15 1.360, C18 1.441
18 C 4.16893 -2.08021 2.34999  O17 1.441, H22 1.090, H23 1.090, H24 1.090
19 H 7.67102 1.43623 3.29224  C13 1.090
20 H 7.90730 1.11471 5.02262  C13 1.090
21 H 6.50321 1.80783 4.57285  C13 1.090
22 H 4.36443 -1.61305 1.38478  C18 1.090
23 H 3.18397 -1.82502 2.74093  C18 1.090
24 H 4.28744 -3.15199 2.19074  C18 1.090
25 C 1.27676 -3.18921 -1.18521  O26 1.460, H31 1.090, H32 1.090, H33 1.090
26 O 1.88410 -4.40113 -0.64277  C25 1.460, C27 1.319
27 C 3.17006 -4.47179 -0.35658  O26 1.319, O28 1.233, O29 1.316
28 O 3.93062 -3.50150 -0.32382  C27 1.233
29 O 3.39023 -5.72473 -0.01914  C27 1.316, C30 1.411
30 C 4.62911 -6.06237 0.56612  O29 1.411, H34 1.090, H35 1.090, H36 1.090
31 H 0.24956 -3.32931 -1.52187  C25 1.090
32 H 1.84901 -2.85862 -2.05201  C25 1.090
33 H 1.33093 -2.50203 -0.34086  C25 1.090
34 H 4.73188 -7.11794 0.81769  C30 1.090
35 H 4.71513 -5.56874 1.53412  C30 1.090
36 H 5.35470 -5.72568 -0.17433  C30 1.090
37 C -4.41223 -1.80273 1.72638  O38 1.383, H43 1.090, H44 1.090, H45 1.090
38 O -4.29765 -3.10407 1.27184  C37 1.383, C39 1.380
39 C -4.52556 -4.17688 2.10938  O38 1.380, O40 1.202, O41 1.335
40 O -4.95008 -4.11251 3.23206  C39 1.202
41 O -4.14014 -5.24390 1.40635  C39 1.335, C42 1.406
42 C -4.08016 -6.51818 1.99726  O41 1.406, H46 1.090, H47 1.090, H48 1.090
43 H -3.76208 -1.42608 2.51602  C37 1.090
44 H -5.44269 -1.63716 2.04079  C37 1.090
45 H -4.25013 -1.24525 0.80386  C37 1.090
46 H -4.89758 -6.63475 2.70885  C42 1.090
47 H -3.09963 -6.81253 2.37144  C42 1.090
48 H -4.22888 -7.19069 1.15244  C42 1.090
49 C 0.16342 -2.68957 -4.19556  C50 1.518, H60 1.090, H61 1.090, H62 1.090
50 C 0.34368 -2.34848 -5.66368  C49 1.518, O51 1.468, H63 1.090, H64 1.090
51 O -0.24088 -1.03690 -5.96675  C50 1.468, P52 1.632
52 P -1.83443 -0.93035 -6.30266  O51 1.632, O53 1.479, O54 1.651, O57 1.659
53 O -2.26996 0.34883 -6.90349  P52 1.479
54 O -2.66914 -1.35506 -4.94262  P52 1.651, C55 1.405
55 C -3.00084 -0.36669 -4.00146  O54 1.405, C56 1.589, H65 1.090, H66 1.090
56 C -3.48566 -1.08172 -2.66752  C55 1.589, H67 1.090, H68 1.090, H69 1.090
57 O -2.13450 -2.23547 -7.28234  P52 1.659, C58 1.424
58 C -3.18837 -2.23077 -8.24004  O57 1.424, C59 1.529, H70 1.090, H71 1.090
59 C -4.22530 -3.24478 -7.75737  C58 1.529, H72 1.090, H73 1.090, H74 1.090
60 H 0.51043 -1.82768 -3.62562  C49 1.090
61 H -0.85858 -2.94537 -3.91594  C49 1.090
62 H 0.68453 -3.62855 -4.00887  C49 1.090
63 H 1.42598 -2.24705 -5.74393  C50 1.090
64 H -0.06774 -3.07941 -6.35980  C50 1.090
65 H -2.16348 0.28318 -3.74729  C55 1.090
66 H -3.79233 0.29116 -4.36045  C55 1.090
67 H -2.73737 -1.66956 -2.13593  C56 1.090
68 H -3.93692 -0.33749 -2.01133  C56 1.090
69 H -4.33030 -1.67251 -3.02202  C56 1.090
70 H -3.58642 -1.21922 -8.32014  C58 1.090
71 H -2.75646 -2.48233 -9.20870  C58 1.090
72 H -3.97572 -4.30053 -7.86318  C59 1.090
73 H -4.49586 -2.95996 -6.74063  C59 1.090
74 H -5.11824 -3.08605 -8.36199  C59 1.090
75 C -3.56888 -1.22149 5.90992  C76 1.554, H86 1.090, H87 1.090, H88 1.090
76 C -3.32467 0.15985 5.24083  C75 1.554, O77 1.379, H89 1.090, H90 1.090
77 O -4.45457 0.93871 5.37816  C76 1.379, P78 1.620
78 P -4.50103 2.50405 4.96408  O77 1.620, O79 1.475, O80 1.628, O83 1.603
79 O -3.22861 3.23054 5.13004  P78 1.475
80 O -5.03998 2.40272 3.43114  P78 1.628, C81 1.416
81 C -4.20060 1.94425 2.38675  O80 1.416, C82 1.495, H91 1.090, H92 1.090
82 C -4.31392 2.89558 1.23927  C81 1.495, H93 1.090, H94 1.090, H95 1.090
83 O -5.76253 2.97158 5.83617  P78 1.603, C84 1.435
84 C -5.71523 3.02752 7.26960  O83 1.435, C85 1.492, H96 1.090, H97 1.090
85 C -7.04191 3.62119 7.60668  C84 1.492, H98 1.090, H99 1.090, H100 1.090
86 H -2.59495 -1.71088 5.91823  C75 1.090
87 H -3.99016 -1.09301 6.90698  C75 1.090
88 H -4.20290 -1.88615 5.32311  C75 1.090
89 H -2.55041 0.64016 5.83912  C76 1.090
90 H -2.98845 0.01648 4.21394  C76 1.090
91 H -3.14648 1.83768 2.64283  C81 1.090
92 H -4.59223 0.99367 2.02464  C81 1.090
93 H -3.82655 2.50817 0.34457  C82 1.090
94 H -5.36258 3.10494 1.02815  C82 1.090
95 H -3.82775 3.82972 1.52054  C82 1.090
96 H -5.52300 2.10515 7.81765  C84 1.090
97 H -5.05371 3.83184 7.59140  C84 1.090
98 H -7.01153 4.01505 8.62259  C85 1.090
99 H -7.34074 4.50740 7.04682  C85 1.090
100 H -7.89135 2.93818 7.61446  C85 1.090
101 C 3.68956 5.84943 -4.00166  C102 1.551, H112 1.090, H113 1.090, H114 1.090
102 C 3.69326 4.95997 -2.73150  C101 1.551, O103 1.408, H115 1.090, H116 1.090
103 O 3.81678 3.57102 -2.92485  C102 1.408, P104 1.625
104 P 2.99294 2.76848 -4.07225  O103 1.625, O105 1.452, O106 1.618, O109 1.637
105 O 3.48088 2.83244 -5.43800  P104 1.452
106 O 2.93215 1.27041 -3.46455  P104 1.618, C107 1.403
107 C 4.11209 0.51194 -3.45293  O106 1.403, C108 1.528, H117 1.090, H118 1.090
108 C 3.75608 -0.89856 -2.98565  C107 1.528, H119 1.090, H120 1.090, H121 1.090
109 O 1.47461 3.32282 -3.81544  P104 1.637, C110 1.451
110 C 0.35374 2.92131 -4.64560  O109 1.451, C111 1.517, H122 1.090, H123 1.090
111 C -0.92875 2.90447 -3.83461  C110 1.517, H124 1.090, H125 1.090, H126 1.090
112 H 4.28440 6.75603 -3.89056  C101 1.090
113 H 4.04312 5.34300 -4.89979  C101 1.090
114 H 2.67629 6.08127 -4.32972  C101 1.090
115 H 4.58282 5.14259 -2.12865  C102 1.090
116 H 2.85662 5.09445 -2.04589  C102 1.090
117 H 4.55768 0.51074 -4.44769  C107 1.090
118 H 4.75994 1.04209 -2.75485  C107 1.090
119 H 4.65838 -1.45844 -2.73971  C108 1.090
120 H 3.15560 -0.82077 -2.07932  C108 1.090
121 H 3.23049 -1.43160 -3.77794  C108 1.090
122 H 0.25110 3.65739 -5.44295  C110 1.090
123 H 0.46445 2.00185 -5.22045  C110 1.090
124 H -1.73742 2.85219 -4.56359  C111 1.090
125 H -1.02958 2.10016 -3.10590  C111 1.090
126 H -0.96507 3.90824 -3.41125  C111 1.090
127 C 5.28904 4.36849 2.86763  C128 1.532, H134 1.090, H135 1.090, H136 1.090
128 C 4.54580 4.64613 1.55734  C127 1.532, C129 1.456, O133 1.420, H137 1.090
129 C 3.72282 3.61486 0.94272  C128 1.456, O130 1.372, H138 1.090, H139 1.090
130 O 2.62379 4.34254 0.56329  C129 1.372, C131 1.302
131 C 2.62088 5.54948 1.05288  O130 1.302, O132 1.242, O133 1.339
132 O 1.83023 6.44375 0.71145  C131 1.242
133 O 3.67557 5.72690 1.85906  C128 1.420, C131 1.339
134 H 6.08084 3.64615 2.66919  C127 1.090
135 H 4.72456 3.98434 3.71728  C127 1.090
136 H 5.75230 5.27610 3.25461  C127 1.090
137 H 5.28284 5.03359 0.85395  C128 1.090
138 H 3.59487 2.81850 1.67587  C129 1.090
139 H 4.32021 3.23029 0.11608  C129 1.090
140 C 2.20052 0.44827 0.36574  C141 1.508, H147 1.090, H148 1.090, H149 1.090
141 C 1.01068 1.15042 -0.23825  C140 1.508, C142 1.525, O146 1.430, H150 1.090
142 C 0.57403 0.56942 -1.57838  C141 1.525, O143 1.398, H151 1.090, H152 1.090
143 O -0.73563 0.11392 -1.40345  C142 1.398, C144 1.390
144 C -1.10307 0.34700 -0.08318  O143 1.390, O145 1.237, O146 1.316
145 O -2.22017 0.14520 0.40917  C144 1.237
146 O -0.10921 0.86673 0.60450  C141 1.430, C144 1.316
147 H 2.32636 -0.58808 0.05232  C140 1.090
148 H 2.30884 0.50348 1.44894  C140 1.090
149 H 3.09195 0.92714 -0.03938  C140 1.090
150 H 1.11827 2.23444 -0.27624  C141 1.090
151 H 1.10746 -0.36090 -1.77351  C142 1.090
152 H 0.73657 1.28364 -2.38558  C142 1.090

Results
Charge: +1
Orbital gap (spin up / spin down) (eV): 10.083 / 2.760
Lowest unoccupied orbital energy (spin up / spin down) (eV): -2.0 / -9.3
E_HOMO (spin up / spin down) (eV): -12.09 / -12.09
2S+1: 2
Expectation value of S²: 0.76